No. 1
{
  "formula": "C11H42BF4N8O9",
  "method": "ωB97M-V/def2-TZVPD",
  "e_tot_ha": -1984.15101,
  "spin_multiplicity": 1,
  "lumo_ev": 1.962,
  "orbital_gap_ha": 0.297,
  "total_charge": -1,
  "largest_force_ev_per_a": 6.0,
  "species": ["B", "F", "F", "F", "F", "C", "O", "N", "N", "H", "H", "H", "H", "C", "O", "N", "N", "H", "H", "H", "H", "C", "O", "N", "N", "H", "H", "H", "H", "C", "C", "C", "O", "C", "N", "H", "H", "H", "H", "H", "H", "H", "H", "H", "H", "H", "C", "C", "C", "O", "C", "N", "H", "H", "H", "H", "H", "H", "H", "H", "H", "H", "H", "O", "H", "H", "O", "H", "H", "O", "H", "H", "O", "H", "H"],
  "coordinates": [[-0.06, 1.04, 0.73], [1.27, 0.78, 0.97], [-0.34, 2.36, 0.92], [-0.26, 0.76, -0.58], [-0.82, 0.23, 1.48], [-3.70, -1.75, -1.34], [-3.59, -2.88, -1.85], [-4.76, -1.20, -0.77], [-2.63, -1.09, -1.21], [-4.67, -0.42, -0.14], [-5.50, -1.89, -0.68], [-2.58, -0.14, -0.88], [-1.83, -1.68, -1.41], [-4.12, 2.09, 1.53], [-4.48, 1.07, 0.97], [-2.97, 2.15, 2.12], [-4.67, 3.24, 1.59], [-2.43, 1.30, 2.20], [-2.89, 2.76, 2.93], [-5.46, 3.35, 0.97], [-4.18, 4.02, 2.01], [-0.29, 4.14, -2.12], [-0.35, 4.85, -3.14], [-1.35, 3.65, -1.44], [0.79, 4.01, -1.44], [-2.23, 3.84, -1.90], [-1.31, 3.10, -0.59], [0.91, 3.28, -0.75], [1.55, 4.52, -1.87], [3.15, -4.43, 1.69], [1.90, -3.68, 1.23], [0.72, -3.96, 2.15], [-0.37, -3.02, 2.05], [-1.32, -3.24, 1.00], [2.08, -2.25, 1.25], [3.13, -5.51, 1.53], [3.41, -4.20, 2.72], [4.05, -4.20, 1.11], [1.54, -4.00, 0.25], [1.07, -3.86, 3.18], [0.46, -5.01, 2.08], [-2.19, -2.70, 1.35], [-1.54, -4.31, 1.02], [-1.12, -2.79, 0.03], [1.15, -1.95, 0.98], [2.81, -1.94, 0.62], [1.16, -2.11, -2.59], [2.07, -0.96, -3.00], [1.46, 0.14, -3.94], [2.44, 1.09, -4.15], [2.03, 2.22, -4.81], [2.30, -0.23, -1.76], [1.65, -2.81, -1.91], [0.86, -2.66, -3.48], [0.30, -1.84, -1.98], [3.00, -1.39, -3.37], [0.47, 0.56, -3.73], [1.29, -0.45, -4.84], [1.07, 2.67, -4.56], [1.90, 1.96, -5.86], [2.76, 3.03, -4.80], [2.31, 0.77, -1.90], [1.35, -0.14, -1.43], [1.60, 1.87, 3.49], [0.99, 2.55, 3.77], [1.52, 1.86, 2.54], [3.62, 0.45, 2.66], [3.58, -0.22, 1.98], [4.18, 1.14, 2.29], [-0.48, 3.48, 3.44], [-0.84, 3.63, 2.56], [-1.09, 3.92, 4.02], [1.12, -0.72, 3.71], [0.89, -1.03, 2.83], [0.55, -1.20, 4.30]],
  "lowdin_charge": [-1.503, 0.146, 0.143, 0.154, 0.198, -0.782, -0.034, 0.175, 0.182, 0.046, 0.109, 0.112, 0.088, -0.770, 0.043, 0.176, 0.174, 0.110, 0.102, 0.125, 0.120, -0.750, -0.032, 0.169, 0.183, 0.104, 0.071, 0.104, 0.123, -0.059, -0.445, -0.199, -0.201, -0.072, 0.075, 0.069, 0.081, 0.068, 0.119, 0.121, 0.120, 0.092, 0.092, 0.059, 0.059, 0.076, -0.050, -0.380, -0.210, -0.173, -0.138, 0.040, 0.064, 0.078, 0.056, 0.132, 0.134, 0.112, 0.080, 0.081, 0.090, 0.060, 0.024, -0.082, -0.019, -0.012, -0.054, 0.003, 0.029, -0.036, 0.029, 0.047, -0.054, -0.019, 0.026]
}

No. 2
{
  "formula": "C11H42N8O10",
  "method": "ωB97M-V/def2-TZVPD",
  "e_tot_ha": -1634.63960,
  "spin_multiplicity": 1,
  "lumo_ev": 0.028,
  "orbital_gap_ha": 0.330,
  "largest_force_ev_per_a": 8.2,
  "smiles": "NC(N)=O.NC(N)=O.NC(N)=O.NC(N)=O.CCO.CO.CO.CO.CO.CO",
  "species": ["C", "C", "O", "H", "H", "H", "H", "H", "H", "C", "O", "N", "N", "H", "H", "H", "H", "C", "O", "N", "N", "H", "H", "H", "H", "C", "O", "N", "N", "H", "H", "H", "H", "C", "O", "N", "N", "H", "H", "H", "H", "C", "O", "H", "H", "H", "H", "C", "O", "H", "H", "H", "H", "C", "O", "H", "H", "H", "H", "C", "O", "H", "H", "H", "H", "C", "O", "H", "H", "H", "H"],
  "coordinates": [[-32.22, 2.40, -4.55], [-32.16, 2.38, -2.98], [-31.09, 3.22, -2.51], [-32.73, 1.60, -5.07], [-31.20, 2.43, -4.95], [-32.59, 3.31, -5.00], [-32.10, 1.37, -2.71], [-33.11, 2.73, -2.68], [-31.12, 3.18, -1.53], [-29.10, 0.47, -3.02], [-29.99, 0.23, -1.96], [-29.11, 1.55, -3.76], [-28.13, -0.31, -3.34], [-29.73, 2.33, -3.58], [-28.33, 1.78, -4.34], [-28.14, -1.23, -2.85], [-27.50, -0.26, -4.19], [-28.36, 3.90, -6.71], [-28.59, 3.78, -5.31], [-28.71, 3.03, -7.61], [-27.78, 4.92, -7.30], [-29.10, 2.15, -7.20], [-28.32, 2.95, -8.49], [-27.36, 5.50, -6.57], [-27.24, 4.74, -8.22], [-28.35, 0.16, -6.63], [-27.21, 0.30, -5.86], [-29.46, 0.72, -6.23], [-28.37, -0.41, -7.82], [-29.37, 1.03, -5.21], [-30.41, 0.45, -6.46], [-27.52, -0.71, -8.28], [-29.17, -0.39, -8.46], [-30.23, 2.82, 0.35], [-31.55, 2.48, 0.21], [-29.29, 2.37, -0.41], [-29.77, 3.37, 1.40], [-29.56, 1.72, -1.18], [-28.26, 2.69, -0.45], [-30.30, 3.66, 2.26], [-28.75, 3.78, 1.34], [-32.82, -1.44, -2.67], [-31.57, -1.55, -3.35], [-32.94, -2.41, -2.04], [-33.65, -1.35, -3.34], [-32.77, -0.65, -1.97], [-30.93, -1.08, -2.81], [-28.27, 4.94, -2.35], [-27.03, 5.43, -1.95], [-28.14, 3.84, -2.41], [-28.54, 5.34, -3.29], [-29.14, 4.96, -1.64], [-26.74, 5.83, -2.78], [-31.36, 6.00, -4.85], [-30.32, 6.51, -5.61], [-31.39, 4.94, -4.79], [-32.41, 6.38, -5.00], [-31.16, 6.28, -3.82], [-30.28, 6.02, -6.44], [-32.83, 5.50, -0.94], [-31.43, 5.62, -1.20], [-32.94, 4.68, -0.22], [-33.39, 5.43, -1.84], [-33.33, 6.29, -0.46], [-31.19, 5.20, -2.07], [-31.84, -1.62, -7.13], [-31.90, -0.56, -6.19], [-32.32, -2.46, -6.68], [-30.82, -1.90, -7.40], [-32.36, -1.39, -8.06], [-31.90, -1.05, -5.35]],
  "lowdin_charge": [-0.052, -0.226, -0.136, 0.063, 0.044, 0.049, 0.061, 0.102, 0.036, -0.544, -0.128, 0.144, 0.194, 0.079, 0.091, 0.153, 0.104, -0.562, -0.119, 0.169, 0.135, 0.072, 0.092, 0.125, 0.160, -0.589, -0.124, 0.138, 0.173, 0.063, 0.085, 0.124, 0.122, -0.681, -0.102, 0.151, 0.144, 0.061, 0.162, 0.143, 0.172, -0.133, -0.156, 0.105, 0.070, 0.059, 0.009, -0.183, -0.101, 0.059, 0.053, 0.073, 0.075, -0.185, -0.099, 0.031, 0.100, 0.069, 0.069, -0.145, -0.157, 0.076, 0.068, 0.053, 0.040, -0.140, -0.154, 0.078, 0.068, 0.085, 0.063]
}

No. 3
{
  "formula": "C11H42O11",
  "method": "ωB97M-V/def2-TZVPD",
  "e_tot_ha": -1271.62740,
  "spin_multiplicity": 1,
  "lumo_ev": 4.090,
  "orbital_gap_ha": 0.126,
  "total_charge": -2,
  "largest_force_ev_per_a": 1.8,
  "species": ["C", "O", "H", "H", "H", "C", "O", "H", "H", "H", "C", "O", "H", "H", "H", "H", "C", "O", "H", "H", "H", "H", "C", "O", "H", "H", "H", "H", "C", "O", "H", "H", "H", "H", "C", "O", "H", "H", "H", "H", "C", "O", "H", "H", "H", "H", "C", "O", "H", "H", "H", "H", "C", "O", "H", "H", "H", "H", "C", "O", "H", "H", "H", "H"],
  "coordinates": [[-1.94, -2.06, -3.45], [-2.51, -2.99, -2.63], [-1.41, -1.24, -2.92], [-1.13, -2.43, -4.13], [-2.72, -1.59, -4.09], [0.05, -0.34, 0.21], [0.32, -1.57, 0.76], [-0.17, -0.39, -0.88], [-0.75, 0.26, 0.69], [0.95, 0.31, 0.18], [4.50, 1.29, -1.27], [4.77, 1.57, -2.63], [3.44, 1.13, -1.15], [5.00, 0.38, -0.90], [4.88, 2.07, -0.59], [5.71, 1.77, -2.69], [-2.24, 1.71, -2.79], [-3.45, 2.45, -2.91], [-1.84, 1.40, -3.76], [-1.44, 2.35, -2.40], [-2.34, 0.77, -2.26], [-3.34, 3.08, -3.62], [-2.31, 3.34, 0.47], [-1.51, 4.46, 0.04], [-2.89, 3.54, 1.37], [-3.01, 3.12, -0.34], [-1.67, 2.46, 0.55], [-1.75, 5.21, 0.59], [1.12, 3.15, -1.29], [0.66, 4.45, -1.65], [0.32, 2.43, -1.48], [2.00, 2.89, -1.88], [1.35, 3.14, -0.22], [-0.24, 4.50, -1.27], [-3.67, -1.10, -0.01], [-3.31, -2.16, 0.87], [-4.06, -0.28, 0.62], [-2.81, -0.63, -0.48], [-4.41, -1.48, -0.72], [-3.49, -1.87, 1.77], [-1.33, -4.01, 4.51], [-1.01, -3.35, 3.35], [-1.96, -3.41, 5.20], [-1.93, -4.92, 4.35], [-0.48, -4.31, 5.15], [-0.56, -2.51, 3.52], [3.47, -0.17, 1.81], [3.29, -1.39, 1.11], [2.97, -0.31, 2.78], [4.51, 0.07, 2.05], [2.95, 0.61, 1.25], [2.31, -1.45, 1.02], [-0.03, 0.38, 3.76], [0.55, -0.91, 3.61], [0.39, 1.09, 3.04], [-1.09, 0.31, 3.48], [0.12, 0.80, 4.75], [0.47, -1.08, 2.63], [2.10, -2.74, -1.97], [1.56, -3.94, -1.43], [2.27, -1.98, -1.20], [3.08, -2.97, -2.41], [1.42, -2.36, -2.74], [2.29, -4.56, -1.33]],
  "lowdin_charge": [-0.509, -0.436, 0.006, 0.015, 0.018, -0.378, -0.347, 0.049, 0.034, 0.030, -0.179, -0.121, 0.066, 0.077, 0.077, 0.063, -0.149, -0.131, 0.083, 0.049, 0.059, 0.062, -0.107, -0.137, 0.079, 0.069, 0.070, 0.077, -0.154, -0.159, 0.054, 0.066, 0.077, 0.018, -0.164, -0.113, 0.061, 0.046, 0.073, 0.045, -0.231, -0.087, 0.064, 0.068, 0.065, 0.045, -0.196, -0.154, 0.064, 0.064, 0.055, 0.032, -0.175, -0.171, 0.068, 0.075, 0.063, 0.040, -0.156, -0.108, 0.048, 0.065, 0.072, 0.050]
}